{"formula": "C24H33Cl2N4O3Pd", "method": "wB97M-V/def2-TZVPD", "symbols": ["O", "C", "C", "C", "H", "C", "H", "C", "H", "C", "H", "C", "H", "H", "C", "C", "H", "H", "H", "C", "C", "H", "H", "H", "H", "Pd", "Cl", "Cl", "H", "H", "C", "C", "N", "H", "C", "O", "H", "H", "H", "H", "H", "H", "C", "C", "N", "H", "C", "O", "H", "H", "H", "H", "N", "C", "N", "C", "C", "C", "C", "C", "C", "H", "H", "H", "H", "H", "H"], "xyz": [[1.0244, 0.8857, -0.5711], [2.2797, 0.3043, -0.6784], [2.6204, 0.1258, -2.1616], [1.6343, 0.0482, -3.1350], [0.5921, 0.1045, -2.8282], [1.9665, -0.1464, -4.4733], [1.1579, -0.2103, -5.2011], [3.3082, -0.2808, -4.8311], [3.5761, -0.4508, -5.8721], [4.3110, -0.1994, -3.8544], [5.3623, -0.3031, -4.1255], [3.9611, 0.0064, -2.5224], [4.6997, 0.0591, -1.7212], [3.0091, 1.0218, -0.2593], [2.5766, -0.7156, 1.6316], [2.4799, -0.9558, 0.1661], [3.0694, -1.5162, 2.1907], [1.5765, -0.6199, 2.0578], [3.0901, 0.2289, 1.8282], [2.4880, -2.1709, -0.4061], [2.5365, -3.5033, 0.2795], [2.4054, -2.2556, -1.4875], [3.4128, -4.0937, -0.0302], [1.6642, -4.1124, 0.0057], [2.5557, -3.4180, 1.3673], [-0.6181, -0.0969, 0.2242], [-1.3833, -0.8593, -1.8588], [-0.1480, -2.2591, 1.0676], [-0.6742, 3.7873, -3.7718], [-3.1425, 2.7868, -3.3089], [-0.3811, 2.8641, -3.2535], [-2.6537, 2.0066, -2.7186], [-1.3710, 2.5077, -2.2491], [0.5850, 3.0125, -2.7585], [-1.0745, 2.5638, -0.9491], [-1.6617, 1.8964, -0.0597], [-3.2734, 1.7366, -1.8650], [-0.2537, 3.2563, -0.6769], [-0.2917, 2.0637, -3.9999], [-2.4978, 1.1276, -3.3470], [-0.3269, 2.0659, 5.1962], [0.4102, 4.4604, 4.1054], [0.5421, 1.7298, 4.6210], [1.1023, 3.8758, 3.4822], [0.6666, 2.4866, 3.3843], [0.4393, 0.6665, 4.4073], [0.3709, 1.9382, 2.2057], [-0.1383, 0.7850, 2.1355], [1.1255, 4.2995, 2.4713], [0.6181, 2.5254, 1.3079], [1.4343, 1.9083, 5.2262], [2.1063, 3.9321, 3.9262], [-4.0496, -0.6581, 2.5577], [-2.9743, 0.0146, 2.0805], [-2.3615, -0.7280, 1.1725], [-3.0096, -1.9595, 1.0545], [-2.7824, -3.1116, 0.2871], [-3.6755, -4.1769, 0.3771], [-4.7855, -4.0980, 1.2222], [-5.0021, -2.9558, 2.0171], [-4.0854, -1.9125, 1.9373], [-4.7037, -0.3097, 3.2314], [-2.6942, 0.9808, 2.4056], [-1.9111, -3.1514, -0.3599], [-3.5038, -5.0576, -0.2285], [-5.4778, -4.9380, 1.2485], [-5.8521, -2.8383, 2.6846]], "lowdin_charge": [-0.36, -0.41, -0.18, -0.07, 0.00, -0.09, 0.10, -0.12, 0.08, -0.11, 0.09, -0.06, 0.11, 0.12, -0.10, -0.30, 0.07, 0.01, 0.07, -0.17, -0.17, 0.11, 0.06, 0.05, 0.04, 0.64, 0.01, 0.22, 0.08, 0.08, -0.05, -0.09, -0.18, 0.09, -0.34, -0.13, 0.08, 0.13, 0.09, 0.04, 0.09, 0.09, -0.03, -0.05, -0.18, 0.09, -0.26, -0.15, 0.09, 0.13, 0.09, 0.09, 0.10, -0.13, -0.09, -0.28, -0.11, -0.09, -0.11, -0.05, -0.20, 0.14, 0.11, 0.02, 0.09, 0.09, 0.09], "largest_force_ha_per_bohr": 0.0678, "e_lumo_ev": [2.369, 2.366], "gap_ev": [5.19, 6.44], "mol_weight_g_mol": 602.88, "spin_multiplicity": 3, "charge": -1}

{"formula": "C45H39P2SiSnTe", "method": "wB97M-V/def2-TZVPD", "symbols": ["Sn", "C", "Si", "C", "C", "C", "C", "C", "C", "P", "C", "C", "C", "C", "C", "C", "C", "C", "C", "C", "C", "C", "C", "C", "C", "C", "C", "C", "P", "C", "C", "C", "C", "C", "C", "C", "C", "C", "C", "C", "C", "H", "H", "H", "H", "H", "H", "H", "H", "H", "H", "H", "H", "H", "H", "H", "H", "H", "H", "H", "H", "H", "H", "H", "H", "H", "H", "H", "H", "H", "H", "H", "C", "Te", "C", "C", "C", "C", "C", "C", "C", "H", "H", "H", "H", "H", "H", "H", "H"], "xyz": [[0.0667, 2.1136, 0.3528], [2.1451, -0.8467, 1.4099], [0.5982, -1.5321, 0.6813], [0.8070, -2.2412, -0.9846], [1.1570, -3.5829, -0.7810], [1.4656, -4.4171, -1.8462], [1.4375, -3.8968, -3.1251], [1.1158, -2.5603, -3.3395], [0.8031, -1.6999, -2.2877], [0.1377, -0.0375, -2.6861], [0.6968, 0.3162, -4.3747], [-0.2999, 0.6976, -5.2722], [0.0227, 0.9960, -6.5902], [1.3396, 0.9150, -7.0121], [2.3420, 0.5397, -6.1209], [2.0241, 0.2452, -4.8081], [1.3439, 1.0808, -1.8299], [2.6757, 0.7944, -1.5055], [3.6127, 1.8093, -1.3353], [3.2336, 3.1456, -1.4175], [1.9026, 3.4707, -1.6458], [0.9629, 2.4462, -1.8625], [-0.6458, -1.9851, 1.9297], [-0.2714, -2.7624, 3.0325], [-1.2518, -3.1820, 3.9268], [-2.5742, -2.8015, 3.7367], [-2.9445, -2.0057, 2.6527], [-1.9774, -1.6183, 1.7444], [-2.1795, -0.5997, 0.2591], [-2.5714, -1.7523, -1.0737], [-2.3710, -3.1264, -0.9545], [-2.6487, -3.9638, -2.0256], [-3.1229, -3.4360, -3.2168], [-3.3345, -2.0668, -3.3394], [-3.0575, -1.2264, -2.2759], [-3.6917, 0.3696, 0.4578], [-3.6638, 1.7079, 0.8411], [-4.8402, 2.4182, 1.0230], [-6.0604, 1.7888, 0.8202], [-6.1007, 0.4564, 0.4313], [-4.9253, -0.2521, 0.2437], [2.8587, -1.6785, 1.4755], [2.6166, -0.1144, 0.7537], [2.0043, -0.4444, 2.4119], [1.1741, -4.0096, 0.2228], [1.7134, -5.4554, -1.6729], [1.6737, -4.5278, -3.9716], [1.1074, -2.1912, -4.3534], [-1.3316, 0.7503, -4.9441], [-0.7538, 1.2879, -7.2840], [1.5916, 1.1414, -8.0393], [3.3679, 0.4750, -6.4577], [2.8124, -0.0558, -4.1270], [2.9993, -0.2404, -1.4748], [4.6510, 1.5557, -1.1611], [3.9746, 3.9281, -1.3185], [1.5985, 4.5074, -1.7323], [-0.0288, 2.7008, -2.2403], [0.7620, -3.0391, 3.2098], [-0.9796, -3.7890, 4.7794], [-3.3275, -3.1139, 4.4476], [-3.9728, -1.6871, 2.5373], [-2.0337, -3.5601, -0.0220], [-2.5105, -5.0318, -1.9214], [-3.3495, -4.0925, -4.0463], [-3.7283, -1.6600, -4.2613], [-3.2384, -0.1628, -2.3719], [-2.7236, 2.2203, 1.0024], [-4.8082, 3.4574, 1.3203], [-6.9814, 2.3379, 0.9619], [-7.0514, -0.0322, 0.2666], [-4.9693, -1.2859, -0.0761], [2.1021, 1.2061, 3.7678], [2.5860, 2.3774, 2.0377], [2.2252, 4.0419, 3.3478], [2.6146, 3.4741, 4.6905], [3.0184, 4.3174, 5.7185], [3.3482, 3.7841, 6.9546], [3.2874, 2.4127, 7.1632], [2.8964, 1.5676, 6.1363], [2.5572, 2.0982, 4.8984], [2.6430, 0.2646, 3.7161], [1.0268, 1.0191, 3.7924], [1.1824, 4.3494, 3.2783], [2.8680, 4.8558, 3.0199], [3.0773, 5.3862, 5.5566], [3.6683, 4.4397, 7.7525], [3.5606, 1.9991, 8.1240], [2.8631, 0.4978, 6.2999]], "lowdin_charge": [1.19, -0.20, 0.80, -0.30, -0.10, -0.03, -0.02, -0.05, -0.35, 1.10, -0.40, -0.09, -0.05, -0.04, -0.05, -0.09, -0.49, -0.11, -0.06, -0.06, -0.08, -0.38, -0.34, -0.06, -0.03, -0.01, -0.02, -0.38, 1.06, -0.40, -0.08, -0.05, -0.04, -0.05, -0.13, -0.37, -0.12, -0.05, -0.03, -0.03, -0.08, 0.09, -0.03, -0.03, 0.11, 0.13, 0.13, 0.11, 0.10, 0.12, 0.12, 0.12, 0.11, 0.12, 0.14, 0.14, 0.14, 0.11, 0.12, 0.13, 0.13, 0.12, 0.11, 0.12, 0.12, 0.12, 0.11, 0.01, 0.12, 0.13, 0.12, 0.12, -0.37, 1.40, -0.34, -0.31, -0.01, -0.03, -0.04, -0.02, -0.30, 0.06, 0.08, 0.07, 0.07, 0.13, 0.12, 0.12, 0.12], "largest_force_ha_per_bohr": 0.0172, "e_lumo_ev": -10.305, "gap_ev": 5.49, "e_above_lowest_kcal_mol": 71.96, "mol_weight_g_mol": 916.15, "charge": 3}

{"formula": "C6H12O", "method": "wB97M-V/def2-TZVPD", "symbols": ["C", "C", "C", "C", "C", "O", "C", "H", "H", "H", "H", "H", "H", "H", "H", "H", "H", "H", "H"], "xyz": [[0.2691, 0.1320, 1.7200], [-0.7881, 0.1979, 0.9173], [-1.7138, 1.3822, 0.8895], [-0.9418, -0.8274, -0.1774], [-0.1136, -0.3456, -1.4059], [1.0868, 0.3155, -1.0722], [2.2103, -0.4990, -0.8452], [0.9391, -0.7228, 1.6801], [0.5517, 0.9447, 2.3767], [-1.3680, 2.1710, 1.5656], [-2.7367, 1.1000, 1.1732], [-1.7687, 1.8053, -0.1221], [-0.6104, -1.8170, 0.1667], [-1.9908, -0.9357, -0.4956], [0.0730, -1.1928, -2.0883], [-0.7025, 0.4068, -1.9446], [1.9953, -1.4081, -0.2617], [2.9390, 0.0986, -0.2819], [2.6702, -0.8055, -1.7943]], "lowdin_charge": [0.04, -0.38, -0.06, -0.14, -0.22, -0.21, -0.12, 0.06, 0.06, 0.08, 0.08, 0.08, 0.11, 0.12, 0.12, 0.12, 0.08, 0.09, 0.09], "largest_force_ha_per_bohr": 0.0063, "e_lumo_ev": 1.053, "gap_ev": 10.15, "e_above_lowest_kcal_mol": 36.33, "mol_weight_g_mol": 100.16}

{"formula": "C31H31BrN5O2PRhS", "method": "wB97M-V/def2-TZVPD", "symbols": ["Rh", "N", "C", "C", "O", "O", "H", "H", "H", "H", "N", "P", "C", "C", "C", "C", "C", "C", "C", "C", "C", "C", "C", "C", "C", "C", "C", "C", "C", "C", "H", "H", "H", "H", "H", "H", "H", "H", "H", "H", "H", "H", "H", "H", "H", "C", "C", "C", "C", "N", "C", "S", "N", "C", "H", "H", "H", "H", "H", "H", "H", "H", "Br", "C", "C", "C", "N", "C", "C", "H", "H", "H", "H"], "xyz": [[0.9945, 0.0025, 0.9120], [0.3073, 0.0894, 2.8532], [1.4474, 0.3720, 3.7649], [2.5484, 1.0739, 2.9712], [3.0998, 2.0806, 3.4139], [2.8094, 0.5596, 1.8233], [-0.3883, 0.8263, 2.9223], [-0.1554, -0.7864, 3.0799], [1.8468, -0.5772, 4.1223], [1.1429, 0.9759, 4.6154], [-0.4192, -1.1069, 0.3106], [-1.9270, -1.5181, 0.2513], [-2.2899, -2.4152, -1.2796], [-3.5915, -2.5883, -1.7458], [-3.8206, -3.2960, -2.9157], [-2.7535, -3.8365, -3.6216], [-1.4556, -3.6664, -3.1612], [-1.2226, -2.9534, -1.9932], [-3.0879, -0.1328, 0.2993], [-2.6957, 1.0748, -0.2747], [-3.5668, 2.1536, -0.2925], [-4.8354, 2.0305, 0.2568], [-5.2336, 0.8290, 0.8260], [-4.3633, -0.2512, 0.8506], [-2.4347, -2.6350, 1.5849], [-2.5210, -4.0093, 1.3980], [-2.8047, -4.8437, 2.4736], [-3.0094, -4.3099, 3.7348], [-2.9380, -2.9340, 3.9287], [-2.6501, -2.1037, 2.8596], [-4.4281, -2.1635, -1.2039], [-4.8316, -3.4231, -3.2792], [-2.9356, -4.3894, -4.5339], [-0.6248, -4.0894, -3.7109], [-0.2152, -2.8043, -1.6233], [-1.7024, 1.1796, -0.6920], [-3.2526, 3.0904, -0.7337], [-5.5147, 2.8727, 0.2431], [-6.2223, 0.7323, 1.2547], [-4.6798, -1.1840, 1.3008], [-2.3660, -4.4346, 0.4147], [-2.8673, -5.9128, 2.3204], [-3.2342, -4.9612, 4.5689], [-3.1198, -2.5138, 4.9093], [-2.6341, -1.0283, 3.0072], [5.4342, 3.7087, 1.4295], [4.3566, 3.5588, 0.4108], [4.4812, 3.8402, -0.9298], [3.3746, 3.6438, -1.7538], [2.2194, 3.1625, -1.2776], [2.1245, 2.8885, 0.0097], [0.6081, 2.2724, 0.6530], [3.1665, 3.1100, 0.8429], [3.4146, 3.9494, -3.2131], [6.3517, 4.0683, 0.9722], [5.6179, 2.7482, 1.9130], [5.1239, 4.4061, 2.2080], [5.4146, 4.2135, -1.3244], [3.0924, 2.8489, 1.8481], [4.3835, 4.3323, -3.5240], [2.6409, 4.6802, -3.4507], [3.1853, 3.0459, -3.7791], [3.7708, 0.3091, -5.1634], [2.9739, 0.1304, -3.4714], [3.7682, -0.0183, -2.3451], [3.1436, -0.1178, -1.1181], [1.8113, -0.0785, -0.9901], [1.0530, 0.0464, -2.0793], [1.5964, 0.1546, -3.3462], [4.8453, -0.0608, -2.4144], [3.7065, -0.2198, -0.1999], [-0.0146, 0.0431, -1.9114], [0.9515, 0.2591, -4.2062]], "lowdin_charge": [0.86, -0.08, -0.10, -0.66, 0.03, -0.19, 0.09, 0.08, 0.13, 0.13, -0.36, 0.78, -0.30, -0.07, -0.07, -0.07, -0.07, -0.10, -0.29, -0.10, -0.07, -0.07, -0.07, -0.09, -0.29, -0.06, -0.06, -0.07, -0.07, -0.12, 0.11, 0.11, 0.11, 0.11, 0.09, 0.05, 0.11, 0.11, 0.11, 0.11, 0.11, 0.11, 0.11, 0.11, 0.10, 0.02, -0.22, 0.06, -0.28, 0.13, -0.66, 0.73, 0.15, 0.00, 0.09, 0.10, 0.11, 0.13, 0.10, 0.09, 0.10, 0.06, 0.82, -0.69, -0.09, -0.10, -0.09, -0.12, -0.08, 0.11, 0.11, 0.09, 0.12], "largest_force_ha_per_bohr": 0.0045, "e_lumo_ev": -3.555, "gap_ev": 6.88, "e_above_lowest_kcal_mol": 0.00, "mol_weight_g_mol": 751.47, "charge": 1}